The following is a DFT calculation (wB97M-V/def2-TZVPD) of an isolated molecule of C5H7NO4S2.

```
19
Properties=species:S:1:pos:R:3:forces:R:3:mulliken_charge:R:1
S 0.02914 -2.06277 0.96208 1.485 1.102 -1.466 0.07
S 2.62412 -1.08717 -0.32055 -0.160 1.222 -1.240 0.49
O 2.79810 -0.22731 -1.56993 -0.191 -1.713 1.556 -0.62
O 1.18471 1.49751 1.92877 1.893 -2.001 -1.487 -0.59
O 1.67513 1.60889 -0.20866 0.388 0.216 -1.480 -0.40
O 2.73937 0.02445 0.91410 -0.504 -0.645 1.250 -0.34
N -1.41194 0.61994 -0.88813 -1.538 4.381 3.707 0.16
C -1.56505 -1.27831 0.74593 0.143 0.024 0.609 -0.63
C 1.77792 1.05844 0.94551 -1.289 1.805 2.245 0.62
C -1.59378 0.24823 0.54519 2.463 0.533 1.745 -0.38
C -1.32103 -0.22945 -1.75727 0.048 -3.122 -4.282 -0.72
C 0.81130 -1.09913 -0.12863 0.672 -0.331 0.733 -0.02
H 2.20014 0.99713 -0.82978 -0.562 1.026 -0.657 0.54
H -1.85826 -1.64024 -0.22603 -0.676 -0.690 -0.499 0.47
H -2.47615 0.72082 0.94881 -0.605 -0.110 -0.181 0.43
H -2.00998 -1.78845 1.60966 -1.169 0.975 -0.334 0.43
H -0.74359 0.75949 1.11971 -1.046 -0.836 -0.740 0.03
H -1.49280 1.68644 -1.00633 0.254 -1.837 0.052 0.28
H -1.36736 0.19152 -2.78445 0.394 0.002 0.468 0.18
```
Positions in Å, forces in eV/Å.

The lowest unoccupied orbital energy (spin up / spin down) is -1.3 / -1.3 eV. The value obtained for the HOMO-LUMO gap (spin up / spin down) is 6.844 / 6.843 eV. The energy above the lowest of the compared OMol25 structures with the same formula, charge and spin is 90.7 kcal per mole.